(1)
DFT (the ωB97M-V functional and the def2-TZVPD basis) results for a molecular structure, C24H43N2OP3RuS at a distorted geometry.

Its HOMO energy (alpha / beta) is -0.442 / -0.582 Eh. The total charge is +3. The frontier orbital gap (alpha / beta) comes out at 0.1700 / 0.1594 Eh. Its LUMO energy (alpha / beta) is -7.41 / -11.50 eV. The expectation value of S² is 8.81. As for the spin multiplicity: 6. The maximum force comes out at 3.78 eV Å⁻¹.

The geometry in XYZ format:
```
75
Properties=species:S:1:pos:R:3:forces:R:3
Ru 0.903533 -0.184813 0.373779 -0.72 0.18 -0.76
P -1.118430 -0.477064 1.441732 -3.22 -0.77 1.82
P 1.326537 -2.462590 0.553857 1.11 -3.48 0.19
P 0.253664 1.930236 -0.308867 -0.20 3.31 -1.07
H 0.865452 -1.625733 -2.091375 0.03 0.17 0.22
C 0.992365 -0.590860 -1.767811 1.42 -0.25 -1.10
C 2.298608 -0.171763 -1.279882 -0.56 -0.22 -0.62
H 3.100932 -0.903270 -1.239567 -0.38 0.04 -0.04
C -2.601688 -1.037589 0.464926 0.35 0.07 -0.32
C -1.279111 -1.681281 2.850244 0.34 0.09 -0.26
C -1.943796 0.929183 2.338061 0.20 0.08 -0.26
C 2.725460 -3.180606 -0.422222 -0.20 0.19 0.01
C 1.705587 -3.324546 2.153602 -0.11 0.28 -0.02
C -0.013857 -3.574125 -0.076471 -0.05 0.49 0.04
C 1.256488 2.787049 -1.607553 -0.11 -0.23 0.16
C 0.108175 3.362887 0.857508 -0.01 -0.10 -0.01
C -1.390418 2.054131 -1.149432 0.02 -0.39 0.21
H 0.442152 0.080906 -2.429550 0.01 0.04 0.32
H 2.679814 0.801447 -1.576482 -0.14 -0.11 0.18
H -3.496305 -1.140226 1.092196 0.32 0.07 0.01
H -2.382080 -1.996552 -0.010099 -0.06 0.10 0.06
H -2.801033 -0.316611 -0.331510 -0.02 -0.08 0.06
H -2.296042 -1.668156 3.259180 0.21 0.09 -0.15
H -0.573853 -1.404479 3.639945 -0.10 -0.07 -0.02
H -1.049582 -2.699179 2.528096 -0.04 0.14 0.08
H -2.867893 0.589724 2.819916 0.26 -0.01 -0.11
H -2.193306 1.740653 1.651117 -0.02 -0.07 0.12
H -1.266166 1.319837 3.102253 -0.53 -0.09 -0.02
H 2.760508 -4.264349 -0.268038 -0.01 0.20 -0.01
H 3.671924 -2.740827 -0.095634 -0.12 -0.21 -0.04
H 2.596216 -2.976236 -1.487715 0.05 -0.11 0.09
H 1.520142 -4.400282 2.058604 0.05 0.18 0.00
H 1.102467 -2.926532 2.969971 0.09 -0.11 -0.02
H 2.759281 -3.174282 2.397743 -0.03 0.01 0.00
H 0.327298 -4.614414 -0.128909 0.03 0.28 0.04
H -0.313059 -3.235517 -1.071386 -0.02 -0.13 0.06
H -0.886732 -3.525006 0.578223 0.08 -0.09 -0.09
H 0.788681 3.745360 -1.856508 0.07 -0.16 0.06
H 1.314351 2.173841 -2.510154 0.01 0.13 0.06
H 2.271784 2.966630 -1.244946 -0.12 0.02 -0.04
H -0.309577 4.235789 0.343457 0.06 -0.13 0.11
H 1.098939 3.623967 1.238941 -0.04 0.01 -0.08
H -0.528069 3.110147 1.706373 -0.06 0.20 -0.08
H -1.551284 3.056267 -1.562692 0.21 -0.14 0.14
H -2.196561 1.829749 -0.447809 0.03 0.05 -0.09
H -1.424465 1.316535 -1.955369 -0.02 0.06 0.03
C -5.813303 1.182330 -3.019431 -0.79 0.30 2.85
C -6.664382 0.569896 -3.944013 -0.72 -0.74 -1.80
C -6.273718 0.464298 -5.278875 -1.38 -0.37 1.32
C -5.041199 0.964980 -5.697226 0.16 0.02 -0.30
C -4.198751 1.575135 -4.764584 0.49 0.59 1.68
C -4.576082 1.687318 -3.428972 1.59 0.46 -1.28
O -6.141499 1.316610 -1.690831 0.71 -0.36 -2.88
H -7.018700 0.926346 -1.547264 -0.12 0.05 0.21
H -7.627219 0.178076 -3.620257 0.14 0.06 -0.11
H -6.940064 -0.012770 -5.991949 0.09 0.08 0.13
H -4.739990 0.881486 -6.736724 -0.04 0.02 0.10
H -3.236145 1.969012 -5.078684 -0.18 -0.05 0.04
H -3.929416 2.159360 -2.695980 -0.11 -0.03 -0.12
N 1.000036 1.440925 3.315721 2.45 -0.84 0.09
C 2.230540 0.912337 3.092176 -2.44 0.62 -0.76
N 2.533407 0.289533 1.920694 3.34 0.36 1.37
C 3.914092 0.044742 1.974944 -1.74 -0.24 -1.24
C 4.767787 -0.517657 1.008667 2.54 -0.19 0.78
C 6.142898 -0.679140 1.246465 -2.18 0.03 -0.88
C 6.707856 -0.284201 2.458262 0.02 0.49 1.15
C 5.898897 0.283510 3.435874 0.04 -0.04 -0.09
C 4.540058 0.436166 3.171150 2.44 -0.39 0.50
S 3.462370 1.119831 4.206161 -0.30 1.19 3.03
H 0.753335 1.971188 4.164029 0.23 -0.36 -0.80
H 0.517401 1.499391 2.438709 -0.92 0.22 -0.13
H 4.475989 -0.825778 0.072916 -1.13 -0.43 -1.74
H 6.775705 -1.108533 0.479043 -0.15 0.02 -0.03
H 7.769047 -0.408586 2.631902 -0.02 0.01 0.05
H 6.323997 0.606743 4.378338 -0.08 -0.01 -0.03
```
Forces are in eV/Å.

Atomic partial charges in e from the Löwdin method, atoms 1 to 2:
1. Ru 0.6138
2. P 0.6932

(2)
DFT (the ωB97M-V functional and the def2-TZVPD basis) results for a molecular structure, C24H43N2OS3SbSiV at a distorted geometry.

Its HOMO energy (alpha / beta) is -0.243 / -0.237 Eh. The frontier orbital gap (alpha / beta) comes out at 0.2081 / 0.2018 Eh. Its LUMO energy (alpha / beta) is -0.96 / -0.97 eV. The expectation value of S² is 3.80. As for the spin multiplicity: 4. The maximum force comes out at 6.68 eV Å⁻¹.

The geometry in XYZ format:
```
76
Properties=species:S:1:pos:R:3:forces:R:3
V 6.959400 -16.429998 -3.448062 1.26 0.10 0.19
C 3.439916 -19.526458 -5.784699 -0.37 1.06 -0.15
C 3.730614 -18.338224 -4.839711 0.78 1.15 -0.35
C 2.451696 -17.783035 -4.160987 -0.33 -1.87 -0.22
C 4.862151 -18.565131 -3.806991 -0.40 -0.86 0.80
C 5.337728 -19.864395 -3.631581 0.16 -0.49 -0.05
C 6.237627 -20.224418 -2.579561 -0.22 1.54 -0.22
C 6.742596 -19.234467 -1.702285 0.05 -1.43 -0.73
C 7.763672 -19.676578 -0.622391 -1.49 1.47 -0.50
C 6.257424 -17.922824 -1.857396 -0.35 1.36 1.72
C 5.277389 -17.570607 -2.850930 -1.39 -1.86 0.68
H 2.664937 -19.218085 -6.525950 0.79 -0.03 0.33
H 3.015295 -20.392554 -5.314753 -0.10 -0.51 0.58
H 4.368037 -19.798703 -6.282179 -0.12 -0.10 -0.28
H 4.170222 -17.576433 -5.512028 -0.35 -0.03 0.14
H 2.360386 -18.393657 -3.254089 -0.29 0.45 0.17
H 1.551598 -18.043801 -4.755521 0.52 0.30 0.10
H 2.397378 -16.734283 -3.924552 0.38 0.39 0.11
H 4.917030 -20.627517 -4.336200 0.77 0.55 1.00
H 6.550776 -21.249710 -2.428518 -0.08 -0.04 -0.17
H 8.726467 -19.220007 -0.787850 0.39 0.10 -0.15
H 7.837001 -20.736708 -0.634842 0.22 -0.87 -0.02
H 7.424190 -19.366248 0.369784 0.01 0.01 -0.07
H 6.574147 -17.154713 -1.035135 -0.85 -1.38 -1.61
H 4.600098 -16.726076 -2.732202 0.40 0.12 0.19
S 6.274253 -17.375858 -7.851830 0.79 -0.12 0.46
Sb 8.341821 -17.781445 -7.029891 -0.88 0.71 0.97
S 8.837629 -16.133626 -4.940178 0.55 -0.70 -0.74
S 8.314511 -18.119304 -4.366048 1.13 -0.52 -1.13
C 8.187620 -13.307800 -3.057007 -1.82 -0.69 -0.76
Si 7.576072 -14.596039 -1.775423 -0.31 -0.19 -0.38
C 9.095485 -14.962384 -0.609604 0.20 0.10 -1.04
C 9.999861 -16.050705 -1.303335 -1.30 0.04 -0.78
C 8.695540 -15.463693 0.779480 2.03 0.20 -0.02
C 10.036538 -13.701495 -0.501319 -0.45 -0.04 -0.68
C 6.074702 -13.786065 -0.827335 1.25 -0.05 -0.77
C 5.014401 -13.389262 -1.893074 0.02 0.89 0.68
C 5.459735 -14.724898 0.222524 -0.33 -0.13 -0.57
C 6.620706 -12.512120 -0.108553 -1.31 -0.55 -1.14
H 8.215071 -12.248662 -2.872689 0.58 0.46 0.38
H 7.455366 -13.414491 -3.903122 0.45 0.10 0.58
H 9.076418 -13.763095 -3.450157 0.93 0.35 -0.18
H 9.568032 -17.063899 -1.546220 0.11 0.79 0.95
H 10.944221 -16.112732 -0.781046 0.32 -0.36 0.25
H 10.204042 -15.699905 -2.313010 0.34 0.27 -0.15
H 8.004898 -16.261574 0.763942 -0.83 -1.16 -0.32
H 8.236083 -14.719188 1.430436 0.49 0.20 0.07
H 9.665773 -15.893190 1.169705 -1.05 0.56 0.45
H 10.899907 -13.762650 -1.212501 -0.49 -0.21 0.84
H 10.347356 -13.663002 0.543898 0.46 0.41 -0.13
H 9.554773 -12.748226 -0.811857 0.04 -0.55 0.60
H 4.664895 -14.205290 -2.536525 0.35 0.13 0.06
H 5.317892 -12.492939 -2.493185 0.07 -0.95 0.20
H 4.138090 -13.029081 -1.344471 -0.27 -0.01 0.06
H 5.006175 -15.660908 -0.198748 0.49 0.73 0.22
H 4.649341 -14.155268 0.671010 -0.36 -0.08 0.38
H 6.168158 -14.986711 1.013303 -0.18 -0.03 -0.17
H 6.881373 -11.730329 -0.842881 0.03 -0.29 0.41
H 7.451762 -12.760193 0.513583 0.68 0.00 0.42
H 5.807973 -12.169597 0.519566 -0.17 0.59 0.36
N 5.744262 -15.399026 -4.578076 -1.09 3.83 -5.36
C 5.573093 -14.752598 -5.595173 0.07 -2.59 4.45
N 5.095084 -14.046100 -6.575716 -0.23 0.35 -1.20
C 3.677472 -14.176708 -6.943776 -0.45 -0.13 -0.83
C 3.047422 -12.775491 -7.087979 0.11 0.23 0.16
O 3.876925 -11.824710 -7.757849 -0.32 0.06 0.16
C 5.200460 -11.699898 -7.201940 -1.42 -1.45 0.12
C 5.837923 -13.096721 -7.451927 1.30 0.49 1.49
H 3.158390 -14.672592 -6.143833 -0.17 -0.30 0.44
H 3.533047 -14.825523 -7.841632 0.47 0.61 0.40
H 2.811520 -12.447304 -6.057693 0.19 0.24 -0.29
H 2.092665 -12.793556 -7.649418 0.61 -0.20 0.25
H 5.070114 -11.463705 -6.094090 0.70 -0.27 -1.24
H 5.681645 -10.905323 -7.764602 0.11 0.03 0.16
H 6.902799 -13.073703 -7.109410 -0.77 -0.24 -0.39
H 5.780056 -13.420841 -8.517351 -0.09 0.32 0.83
```
Forces are in eV/Å.

Atomic partial charges in e from the Löwdin method, atoms 1 to 2:
1. V 0.0697
2. C -0.0909